{
  "formula": "C39H46P2Pt",
  "method": "the ωB97M-V functional and the def2-TZVPD basis",
  "symbols": ["Pt", "C", "C", "C", "C", "C", "C", "C", "C", "C", "H", "H", "H", "H", "H", "H", "H", "H", "H", "H", "H", "H", "H", "H", "H", "P", "P", "C", "C", "C", "C", "C", "C", "C", "C", "C", "C", "C", "C", "C", "C", "C", "C", "C", "C", "C", "C", "C", "C", "C", "C", "C", "C", "H", "H", "H", "H", "H", "H", "H", "H", "H", "H", "H", "H", "H", "H", "H", "H", "H", "H", "H", "H", "H", "H", "C", "C", "C", "C", "H", "H", "H", "H", "H", "H", "H", "H", "H"],
  "positions_angstrom": [[-1.5145, 0.8629, -0.5843], [-2.3336, 0.7380, -2.4381], [-1.6935, -0.6641, -2.5400], [-0.5191, -0.6951, -3.5186], [0.5338, 0.3142, -3.0457], [0.3145, 0.8650, -1.6354], [-0.2021, 2.2205, -1.4588], [-0.9257, 2.8779, -2.6167], [-1.8873, 1.8979, -3.3435], [2.0418, 0.0826, 1.6086], [-3.4402, 0.6750, -2.4295], [-2.4678, -1.4173, -2.7456], [-0.8374, -0.3871, -4.5262], [-0.0946, -1.7148, -3.5558], [1.5166, -0.1670, -3.0568], [0.6065, 1.1607, -3.7451], [1.1075, 0.5161, -0.9586], [0.4345, 2.8759, -0.8510], [-0.1975, 3.2878, -3.3301], [-1.5404, 3.7062, -2.2246], [-2.7931, 2.4811, -3.5821], [-1.4616, 1.5401, -4.2900], [1.2486, 0.7143, 1.1616], [2.6071, 0.7643, 2.2705], [1.6487, -0.7660, 2.1977], [-0.8546, -1.5867, -0.8689], [3.1287, -0.5551, 0.3175], [0.8699, -2.1330, -0.8492], [2.1500, -1.5756, -0.8267], [-2.0056, -2.8249, -0.1363], [-2.8584, -3.5930, -0.9730], [-3.6972, -4.5785, -0.4363], [-3.7472, -4.7742, 0.9564], [-2.9933, -3.9505, 1.8140], [-2.1485, -2.9726, 1.2718], [-3.4093, 1.4430, -0.0334], [-3.6884, 2.7951, 0.1382], [-5.0447, 3.1468, 0.2218], [-6.0238, 2.1500, 0.3376], [-5.6781, 0.7898, 0.3152], [-4.3337, 0.4255, 0.1423], [4.3877, -1.5740, 1.1085], [3.9532, -2.8149, 1.6139], [4.8485, -3.6460, 2.2876], [6.1917, -3.2776, 2.4142], [6.6300, -2.0597, 1.8862], [5.7416, -1.2131, 1.2172], [3.7195, 0.9383, -0.5345], [3.3814, 2.2346, -0.0897], [3.8863, 3.3480, -0.7581], [4.7471, 3.1783, -1.8438], [5.0391, 1.8973, -2.3237], [4.5383, 0.7740, -1.6666], [0.8692, -3.2346, -0.9415], [2.8790, -2.1036, -1.4738], [-2.8292, -3.4133, -2.0513], [-4.3333, -5.1781, -1.1033], [-4.3766, -5.5697, 1.3699], [-3.0770, -4.0680, 2.9046], [-1.5640, -2.3362, 1.9417], [-2.8699, 3.5147, 0.2398], [-5.3179, 4.2029, 0.2098], [-7.0729, 2.4403, 0.4443], [-6.4261, -0.0032, 0.4092], [-3.9780, -0.6107, 0.1427], [2.9183, -3.1409, 1.4658], [4.5101, -4.5970, 2.6940], [6.9033, -3.9227, 2.9296], [7.6755, -1.7650, 1.9602], [6.0760, -0.2775, 0.7621], [2.7360, 2.3660, 0.7809], [3.6366, 4.3408, -0.3819], [5.1698, 4.0511, -2.3346], [5.7057, 1.7619, -3.1718], [4.7746, -0.2350, -2.0145], [-2.6229, 1.9883, 3.1637], [-1.2622, 1.5153, 2.6579], [-0.5197, 1.0713, 3.9217], [-1.3040, 0.3965, 1.5829], [-3.1919, 1.1164, 3.5033], [-3.2063, 2.5188, 2.4126], [-2.4809, 2.6611, 4.0209], [-0.7276, 2.3585, 2.1980], [-1.0569, 0.2251, 4.3659], [0.5172, 0.7674, 3.7529], [-0.5226, 1.8919, 4.6507], [-0.3914, -0.2045, 1.6779], [-2.1212, -0.2890, 1.8455]],
  "forces_ev_per_angstrom": [[-0.8, -1.9, 3.3], [-1.0, -1.0, -1.3], [0.0, -1.1, -1.4], [0.1, -0.2, -0.2], [0.1, -0.1, 0.0], [1.8, 2.0, -1.0], [1.7, -0.4, -0.8], [-0.4, 0.0, 0.1], [-0.3, 0.4, 0.4], [0.1, 0.4, 0.2], [0.8, -0.1, 0.2], [0.1, 0.2, 0.0], [-0.1, -0.5, 0.3], [-0.2, 0.5, -0.2], [-0.1, 0.1, 0.1], [-0.1, -0.3, 0.3], [-0.6, 0.3, 0.0], [-0.8, -0.1, 0.3], [-0.1, 0.1, 0.2], [0.5, -0.2, -0.1], [0.4, -0.4, -0.1], [-0.2, 0.0, 0.3], [0.3, -0.6, 0.3], [-0.1, -0.6, -0.2], [0.1, 0.5, -0.3], [0.7, 0.6, 0.5], [-1.1, 0.3, 0.0], [-2.7, -0.7, 0.5], [2.1, 0.5, -0.3], [-0.8, -0.3, -0.2], [0.5, 0.2, 0.2], [0.0, 0.2, 0.2], [0.3, 0.3, -0.2], [-0.1, 0.0, -0.5], [0.5, -0.1, -0.3], [0.7, 0.9, 0.8], [-0.8, -0.2, -0.3], [0.2, 0.0, 0.2], [0.0, -0.1, -0.3], [0.4, 0.0, 0.1], [-0.4, 0.1, -0.3], [0.4, -0.4, -0.2], [0.1, 0.0, 0.1], [0.1, 0.1, -0.2], [-0.1, 0.5, 0.0], [-0.1, 0.1, -0.3], [-0.4, 0.1, 0.0], [0.4, -0.1, -0.2], [0.1, -0.5, -0.1], [0.1, -0.2, 0.2], [-0.3, -0.2, -0.1], [0.1, -0.1, 0.3], [-0.2, 0.2, 0.2], [-0.3, 0.4, 0.0], [-0.3, 0.3, 0.2], [-0.1, -0.3, 0.3], [0.4, 0.3, 0.4], [0.2, 0.4, -0.2], [0.1, 0.1, -0.6], [-0.2, -0.3, -0.2], [-0.5, -0.1, -0.4], [0.0, -0.3, 0.2], [0.4, -0.1, -0.1], [0.2, 0.4, 0.1], [-0.5, 0.2, -0.1], [0.3, 0.1, 0.1], [0.0, 0.2, -0.1], [-0.3, 0.1, -0.2], [-0.2, -0.1, 0.0], [0.0, -0.3, 0.3], [0.3, 0.1, -0.3], [0.1, -0.2, -0.2], [-0.1, -0.2, 0.1], [-0.2, 0.1, 0.1], [0.1, 0.3, 0.0], [-0.1, 0.1, -0.2], [0.0, 0.4, -0.6], [0.3, -0.3, 0.0], [-0.1, 0.4, 2.1], [-0.1, 0.1, 0.0], [0.0, -0.1, 0.2], [-0.1, -0.2, -0.3], [0.0, 0.1, 0.3], [0.1, 0.1, 0.1], [-0.1, 0.0, 0.0], [0.1, -0.3, -0.2], [-0.2, 0.2, -0.6], [-0.2, 0.2, -0.5]],
  "gap_ev": [6.73, 4.99],
  "energy_ev": -62990.3704,
  "relative_energy_ev": 0.000,
  "lumo_ev": [-5.22, -8.76],
  "charge": 2,
  "multiplicity": 5,
  "homo_ev": [-11.95, -13.75]
}